Here is the molecule C4H7NO2 from OMol25. Energies are from ωB97M-V with the def2-TZVPD basis set.

Geometry as XYZ:
```
14
Properties=species:S:1:pos:R:3
C -1.12 -1.16 0.50
C -0.42 -0.06 -0.29
C -0.99 1.30 0.16
O -1.70 1.45 1.11
C 1.05 0.27 0.03
N 2.07 -0.06 -0.81
O 1.25 1.05 0.96
H -1.14 -0.90 1.56
H -2.17 -1.20 0.17
H -0.69 -2.16 0.36
H -0.54 -0.21 -1.37
H -0.63 2.16 -0.45
H 2.09 -0.87 -1.40
H 2.94 0.39 -0.54
```

Calculated values
- Energy: -361.84938 Ha
- HOMO level: -9.8 eV
- Energy above the lowest of the compared OMol25 structures with the same formula, charge and spin: 82.6 kJ/mol

For reference, the natural (NBO) charges in units of e are: C -0.605; C -0.418; C 0.469; O -0.515; C 0.673; N -0.822; O -0.603; H 0.240; H 0.222; H 0.210; H 0.223; H 0.118; H 0.400; H 0.408